No. 1
9
Properties=species:S:1:pos:R:3:forces:R:3:mulliken_charge:R:1 method="wB97M-V/def2-TZVPD" homo_ev="-8.10 / -8.10" fmax_ev_per_a=7.85 homo_lumo_gap_ev="7.6 / 7.6"
C 1.976198 -1.142628 -0.094887 0.5773 -1.7721 -0.5510 -0.055
H -0.095047 0.489213 0.303390 -1.6833 1.5851 1.4274 -0.292
H 2.344686 -2.108206 0.395344 -0.8684 1.3404 -0.5984 0.229
H -0.647219 -0.056073 -1.482363 0.5641 -0.4849 -0.8371 0.009
C -1.810518 1.586487 1.379413 -5.8352 1.1721 4.3156 0.165
P 0.499619 -0.368640 -2.349815 -0.8414 0.1030 0.1288 -0.078
H -2.692759 1.571079 2.099420 1.6586 0.8108 -1.6231 0.280
N 1.341567 -1.025937 -1.120198 0.5247 0.7032 1.5954 -0.079
C -0.916527 1.054706 0.869695 5.9036 -3.4575 -3.8576 -0.179


No. 2
9
Properties=species:S:1:pos:R:3:forces:R:3:mulliken_charge:R:1 method="wB97M-V/def2-TZVPD" homo_ev="-6.33 / -9.76" fmax_ev_per_a=9.35 spin_multiplicity=3 homo_lumo_gap_ev="6.7 / 6.9"
C 0.913988 0.139845 -0.325362 6.0650 -0.6073 1.8538 -0.165
H 0.560825 0.226272 1.994982 0.3551 -0.8689 0.0207 0.034
P 0.716186 -0.956989 1.080594 -0.1722 1.2640 1.3034 -0.143
H -0.294165 1.451006 -2.096304 -0.3265 -3.5237 2.9869 0.206
H -1.914868 -1.578077 1.048817 1.2266 0.2911 -0.0381 0.421
N -1.355213 -0.368437 -0.458768 0.5588 4.4657 -6.1058 -0.459
C -0.264758 0.217006 -0.946591 -6.8351 3.6758 -5.2148 -0.071
H 1.849345 0.636729 -0.711869 -1.2259 -0.8444 0.6367 0.386
C -1.064448 -1.012837 0.590844 0.3542 -3.8523 4.5571 -0.210


Taking the records one at a time from the top gives calculated total energy values of -512.61016, -512.55144 a.u..